Record 1
Formula: C6H15N3
Source: the OMol25 dataset
Level of theory: the ωB97M-V functional and the def2-TZVPD basis

Cartesian coordinates (Å):
C 1.117 0.122 0.709
C 2.648 0.102 0.776
C 0.518 -0.695 1.857
C 0.655 1.541 0.797
N 0.017 2.095 -0.137
H 0.785 -0.294 -0.246
H -0.148 3.092 -0.014
H 0.914 2.048 1.738
H 3.008 -0.922 0.710
H 3.079 0.672 -0.045
H 2.998 0.527 1.717
H -0.565 -0.741 1.775
H 0.787 -0.261 2.820
H 0.901 -1.713 1.822
C -1.401 -2.064 -1.417
C -1.983 -1.077 -0.755
N -1.511 0.552 -2.198
N -2.637 -0.511 0.115
H -0.870 1.113 -1.631
H -2.319 1.088 -2.493
H -2.355 0.417 0.405
H -1.612 -2.200 -2.464
H -1.037 -2.920 -0.881
H -0.986 0.030 -2.959

Forces on the atoms, in the same order (eV/Å):
0.04 -0.20 0.23
-0.20 0.02 -0.13
0.01 0.04 -0.22
0.09 -0.16 0.33
0.04 0.38 -0.60
-0.02 0.06 0.03
-0.12 -0.12 0.39
0.09 0.14 -0.12
0.04 -0.06 0.01
0.08 0.04 -0.02
0.06 0.03 0.07
-0.06 -0.01 0.08
0.01 0.01 0.09
0.03 -0.08 0.04
-0.46 -0.17 -0.02
-0.07 -0.76 0.57
0.93 -0.58 -1.42
-0.14 -0.02 0.08
-0.12 0.00 -0.27
0.36 -0.06 -0.40
0.21 0.05 -0.03
0.28 0.20 -0.22
0.12 -0.09 0.32
-1.21 1.35 1.19

Calculated values
Kohn-Sham gap: 8.8 eV
SMILES: [H]/N=C/C(C)C.C=C=N.N
energy above the lowest of the compared OMol25 structures with the same formula, charge and spin: 250.3 kJ/mol
LUMO level: 0.9 eV
total energy: -10933.3156 eV
net charge: 0
E_HOMO: -7.86 eV

Record 2
Formula: C7H10
Source: the OMol25 dataset
Level of theory: the ωB97M-V functional and the def2-TZVPD basis

Cartesian coordinates (Å):
C -0.901 -0.998 1.456
C 0.491 -0.504 1.596
C -0.227 -0.325 0.269
C 0.144 -1.083 -0.948
C -0.101 -0.312 -2.024
C -0.620 0.985 -1.576
C -0.685 0.992 -0.231
H -1.701 -0.444 1.937
H -1.072 -2.068 1.378
H 1.298 -1.231 1.621
H 0.672 0.391 2.185
H 1.865 1.690 -0.087
H 0.533 -2.095 -0.936
H 0.056 -0.588 -3.062
H -0.897 1.800 -2.236
H 2.319 2.133 0.303
H -1.015 1.803 0.411

Forces on the atoms, in the same order (eV/Å):
-0.16 -0.10 0.10
0.15 0.01 0.14
0.03 0.09 -0.22
-0.05 -0.01 -0.01
0.05 -0.05 0.03
-0.01 0.04 0.09
-0.07 -0.04 -0.04
0.14 -0.08 -0.08
0.06 0.17 0.00
-0.14 0.13 -0.04
-0.06 -0.14 -0.14
0.06 0.06 0.04
-0.07 0.15 -0.01
-0.01 0.03 0.17
0.04 -0.11 0.12
0.02 -0.04 -0.03
0.03 -0.13 -0.11

Calculated values
Kohn-Sham gap: 9.5 eV
SMILES: C1=CC2(C=C1)CC2.[H][H]
energy above the lowest of the compared OMol25 structures with the same formula, charge and spin: 234.8 kJ/mol
LUMO level: 1.1 eV
total energy: -7418.6014 eV
net charge: 0
E_HOMO: -8.42 eV

Record 3
Formula: C5H8P2
Source: the OMol25 dataset
Level of theory: the ωB97M-V functional and the def2-TZVPD basis

Cartesian coordinates (Å):
C 1.642 -0.086 -1.456
C 1.200 0.246 -0.202
C 1.102 -1.224 -2.081
C -1.173 1.032 1.788
C -1.315 -0.077 0.753
P -0.032 -2.172 -1.160
P 0.281 -1.014 0.611
H 2.316 0.352 -2.098
H 1.768 1.087 0.320
H 1.293 -1.544 -2.992
H -1.363 0.504 2.667
H -0.137 1.578 1.737
H -1.933 1.814 1.749
H -1.447 0.290 -0.341
H -2.203 -0.787 0.704

Forces on the atoms, in the same order (eV/Å):
-1.42 -0.76 1.02
2.93 1.44 -0.32
-3.09 -0.79 5.41
0.89 0.99 -1.30
-1.13 -0.01 -3.69
0.55 0.10 -1.01
-0.24 0.02 0.23
1.75 1.99 -0.57
-1.20 -1.09 -0.57
1.24 -1.12 -4.31
0.37 -0.30 2.17
-1.93 -1.34 0.28
-0.06 -0.10 -0.39
0.37 0.09 1.72
0.98 0.87 1.32

Calculated values
Kohn-Sham gap: 8.0 eV
SMILES: CCP1#P=CC=C1
energy above the lowest of the compared OMol25 structures with the same formula, charge and spin: 59.5 kJ/mol
LUMO level: -0.4 eV
total energy: -23889.9552 eV
net charge: 0
E_HOMO: -8.43 eV

Record 4
Formula: C4H13NO3
Source: the OMol25 dataset
Level of theory: the ωB97M-V functional and the def2-TZVPD basis

Cartesian coordinates (Å):
C 1.863 0.764 1.437
N 0.600 0.955 0.752
C -0.049 -0.215 0.198
C -1.134 0.323 -0.757
O -1.567 -0.698 -1.710
C -0.776 -0.916 1.362
O -1.678 -2.214 0.835
H 2.168 1.678 1.941
H 1.764 0.003 2.224
H 2.684 0.392 0.763
H 0.826 1.469 -0.092
H 0.644 -0.967 -0.237
H -1.869 0.696 -0.035
H -0.903 1.146 -1.428
H -1.110 -1.525 -1.480
H -0.109 -1.312 2.131
H -1.536 -0.278 1.807
H -2.372 -2.167 1.522
H 2.653 0.977 -1.835
H 2.712 2.454 -1.506
O 2.130 1.804 -1.913

Forces on the atoms, in the same order (eV/Å):
0.45 -1.12 0.11
0.42 0.44 -0.62
-0.76 -0.58 0.71
0.07 -1.46 -0.83
0.23 0.37 1.05
-1.67 -2.59 -1.03
1.81 2.98 1.69
0.08 0.12 -0.17
-0.02 0.17 -0.13
-0.48 0.37 0.44
-0.03 0.58 0.16
-0.17 0.42 -0.28
-0.71 -0.32 -0.63
0.80 0.32 0.41
-0.57 0.37 0.07
-0.05 -0.01 -0.24
0.23 0.25 -0.02
0.36 -0.34 -0.70
-0.56 0.62 -0.21
-0.05 0.18 -0.06
0.62 -0.79 0.27

Calculated values
Kohn-Sham gap: 9.9 eV
SMILES: CNC(CO)CO.O
energy above the lowest of the compared OMol25 structures with the same formula, charge and spin: 282.9 kJ/mol
LUMO level: 0.5 eV
total energy: -11989.5392 eV
net charge: 0
E_HOMO: -9.44 eV

Record 5
Formula: C38H69N2O9PS3
Source: the OMol25 dataset
Level of theory: the ωB97M-V functional and the def2-TZVPD basis

Cartesian coordinates (Å):
C 7.490 -0.541 0.593
C 7.461 -1.143 -0.911
C 6.051 -0.978 -1.663
C 4.778 -1.383 -0.771
C 4.610 -2.974 -0.577
C 4.104 -3.717 -1.927
C 3.845 -5.297 -1.718
C 2.270 -5.675 -1.654
C 1.840 -6.580 -2.912
C 0.249 -6.808 -3.037
C -0.550 -5.424 -3.178
C -1.886 -5.205 -2.425
C -2.695 -3.872 -2.594
C -4.072 -3.788 -1.742
C -3.652 -3.038 -0.354
C -4.862 -2.921 0.697
C -4.693 -3.798 2.031
S -3.044 -3.645 2.856
O -2.220 -2.476 2.396
O -3.140 -3.552 4.370
O -2.146 -5.039 2.484
C -2.211 -2.698 -3.520
C -0.827 -2.929 -4.235
C -0.021 -4.245 -4.072
S -0.255 -1.489 -5.284
C -0.880 -0.041 -4.280
C -0.101 1.298 -4.142
C -0.738 2.462 -3.314
C -2.107 2.342 -2.601
P -2.918 3.773 -1.620
N -3.951 4.596 -2.567
C -2.849 0.955 -2.734
S -4.498 0.848 -1.844
C -2.269 -0.244 -3.558
N -3.036 -1.490 -3.669
H 6.705 0.291 0.649
H 8.519 -0.131 0.896
H 7.154 -1.372 1.309
H 8.313 -0.612 -1.484
H 7.784 -2.250 -0.857
H 5.994 -1.619 -2.623
H 5.942 0.115 -2.005
H 4.805 -0.888 0.264
H 3.832 -0.971 -1.289
H 5.638 -3.393 -0.255
H 3.863 -3.163 0.281
H 3.140 -3.217 -2.299
H 4.933 -3.564 -2.698
H 4.385 -5.597 -0.740
H 4.331 -5.865 -2.583
H 1.671 -4.689 -1.578
H 2.110 -6.254 -0.666
H 2.349 -7.603 -2.763
H 2.230 -6.066 -3.862
H -0.174 -7.460 -2.191
H 0.054 -7.392 -4.018
H -2.321 -6.034 -1.754
H -4.845 -3.132 -2.300
H -4.539 -4.813 -1.559
H -2.751 -3.636 0.041
H -3.233 -1.986 -0.589
H -4.921 -1.811 1.012
H -5.853 -3.142 0.151
H -4.899 -4.890 1.745
H -5.484 -3.411 2.780
H -1.794 -4.922 1.562
H 0.966 -4.380 -4.628
H 0.905 1.378 -4.665
H -0.195 3.472 -3.223
H -1.869 4.635 -1.144
H -3.702 3.302 -0.513
H -3.637 5.577 -2.623
H -4.298 1.267 -0.515
H -3.863 -1.507 -3.058
C 9.904 -3.780 4.254
O 9.708 -5.136 3.878
C 8.434 -5.354 3.276
C 8.543 -5.423 1.755
O 8.932 -4.167 1.205
C 10.313 -4.129 0.875
H 10.966 -3.633 4.458
H 9.603 -3.086 3.467
H 9.340 -3.567 5.168
H 7.720 -4.582 3.584
H 8.067 -6.316 3.646
H 7.557 -5.662 1.344
H 9.234 -6.215 1.447
H 10.487 -4.686 -0.051
H 10.937 -4.542 1.672
H 10.598 -3.087 0.717
C -3.351 4.952 2.779
O -2.419 5.492 1.851
C -2.989 6.524 1.047
C -2.592 7.907 1.555
O -3.156 8.171 2.837
C -2.219 7.986 3.889
H -2.797 4.373 3.520
H -3.914 5.731 3.298
H -4.044 4.283 2.257
H -4.079 6.422 0.996
H -2.593 6.395 0.035
H -2.991 8.660 0.868
H -1.502 8.019 1.577
H -1.529 8.836 3.923
H -1.650 7.059 3.774
H -2.768 7.941 4.832
C -8.433 9.911 0.427
O -7.255 9.115 0.438
C -6.615 9.109 1.713
C -6.936 7.834 2.489
O -8.318 7.774 2.838
C -9.060 6.925 1.974
H -9.001 9.666 -0.472
H -9.064 9.724 1.299
H -8.160 10.971 0.391
H -6.886 10.000 2.290
H -5.537 9.146 1.528
H -6.369 7.841 3.425
H -6.637 6.944 1.924
H -8.863 5.878 2.226
H -8.818 7.098 0.921
H -10.121 7.130 2.123

Forces on the atoms, in the same order (eV/Å):
-0.81 -0.36 -0.51
0.86 -0.08 0.23
-0.20 0.03 0.09
-0.33 -0.10 -0.14
-0.06 0.24 -0.19
0.48 0.09 0.58
0.02 0.45 0.11
0.53 -0.02 0.51
-0.24 0.26 0.85
-0.02 0.57 -0.98
-1.95 2.79 0.11
1.42 2.72 -2.49
1.58 -0.93 -1.21
1.28 1.50 -0.23
0.03 -0.47 -0.56
0.80 1.23 -0.09
-1.66 -0.09 -1.10
3.78 3.15 4.03
-2.50 -2.97 -0.48
-0.81 -1.70 -4.60
-1.54 1.67 -0.51
1.73 -4.17 1.11
-1.77 -1.54 2.07
-2.98 0.29 1.63
-0.90 0.06 1.78
-1.61 1.96 2.09
-3.78 -0.96 1.65
-1.49 -2.07 -0.05
1.98 -3.88 -1.90
-1.43 1.33 -2.69
1.52 -0.34 1.26
2.81 0.98 -0.51
0.94 -0.23 -0.26
0.92 3.35 0.63
2.91 0.17 0.41
1.26 -0.97 0.08
-1.57 -0.73 -0.49
0.62 1.31 -0.82
-1.54 -0.80 0.57
-0.62 1.64 -0.10
0.38 1.01 1.47
0.12 -1.55 0.60
0.12 -0.68 -1.51
1.38 -0.66 0.74
-1.62 0.45 -0.49
1.10 0.21 -1.30
1.40 -0.61 0.45
-1.25 -0.20 0.85
-0.90 0.30 -1.59
-0.62 0.66 1.22
0.78 -1.67 -0.26
-0.04 0.82 -1.64
-0.72 1.55 -0.54
-0.52 -0.94 1.30
0.64 1.24 -1.11
0.32 0.84 1.55
0.77 1.49 -1.20
1.10 -1.16 0.86
0.81 1.34 -0.27
-1.43 0.96 -0.38
-0.73 -1.76 0.29
0.05 -1.80 -0.41
1.46 0.00 1.16
0.56 1.47 0.88
1.59 -0.90 -0.89
-0.32 0.05 1.01
-1.61 0.42 0.88
-1.58 0.05 0.89
-0.79 -1.88 -0.26
-0.17 -1.06 0.14
1.24 -0.32 -0.27
-0.22 -0.60 -0.17
0.51 -0.58 -1.47
0.65 0.15 -0.31
0.07 -0.12 0.14
-0.21 0.30 -0.20
0.38 -0.34 -0.12
-0.34 0.39 0.15
0.23 -0.24 0.16
-0.04 0.10 -0.08
-0.06 -0.11 0.01
-0.04 -0.04 -0.01
0.00 0.12 -0.04
0.07 0.01 -0.11
-0.03 0.01 -0.03
0.00 -0.03 0.02
0.02 0.06 0.10
0.11 -0.01 0.02
-0.08 0.00 -0.03
-0.12 -0.05 -0.02
0.13 -0.15 -0.05
-0.31 0.16 0.06
0.47 0.06 0.13
-0.52 -0.04 0.00
0.27 -0.25 -0.08
-0.06 0.08 0.07
0.04 0.02 -0.12
0.00 0.03 -0.07
-0.10 0.02 0.09
0.06 0.07 0.04
-0.05 0.09 -0.02
0.02 -0.03 -0.03
-0.05 -0.11 0.02
0.07 -0.06 0.05
-0.04 0.06 -0.05
-0.03 0.07 -0.11
0.12 0.00 -0.18
-0.23 0.09 0.34
0.14 -0.47 -0.31
-0.13 0.50 0.30
0.11 -0.11 -0.36
-0.04 0.02 0.10
0.13 -0.01 0.01
0.06 -0.01 0.02
-0.11 0.03 0.05
-0.06 -0.12 0.02
0.00 -0.01 0.08
0.05 0.01 -0.05
-0.04 0.09 -0.08
-0.03 -0.04 -0.10
0.03 0.00 0.07
0.10 0.01 0.09

Calculated values
Kohn-Sham gap: 7.4 eV
SMILES: CCCCCCCCCCc1cc(CCCCS(=O)(=O)O)c2c(c1)Sc1ccc([PH2]=N)c(S)c1N2.COCCOC.COCCOC.COCCOC
LUMO level: -0.5 eV
total energy: -103710.6822 eV
net charge: 0
E_HOMO: -7.93 eV

Record 6
Formula: C8H13N5S3SbSr
Source: the OMol25 dataset
Level of theory: the ωB97M-V functional and the def2-TZVPD basis

Cartesian coordinates (Å):
Sr -2.777 -0.766 -0.106
S -5.750 -0.391 0.146
Sb -4.613 1.474 0.941
S -3.234 2.141 -0.850
S -3.141 0.628 2.569
N -1.060 -2.494 -0.898
C -0.549 -3.383 -1.475
N 0.133 -4.318 -2.004
C -0.216 -4.902 -3.145
N -0.448 -5.459 -4.132
C 1.202 2.216 1.133
C -0.248 1.694 1.001
N -0.254 0.392 0.315
C 0.321 0.533 -1.027
C 1.785 1.023 -0.938
N 2.116 1.197 0.514
C 1.988 -0.111 1.237
C 0.521 -0.580 1.097
H 1.509 2.340 2.171
H 1.358 3.155 0.604
H -0.875 2.379 0.433
H -0.725 1.571 1.972
H -0.290 1.248 -1.578
H 0.268 -0.432 -1.528
H 1.932 1.985 -1.425
H 2.488 0.303 -1.354
H 3.076 1.520 0.594
H 2.274 0.058 2.273
H 2.689 -0.810 0.784
H 0.052 -0.666 2.078
H 0.467 -1.546 0.599

Forces on the atoms, in the same order (eV/Å):
0.28 -0.44 -0.17
0.23 0.07 0.02
-0.31 0.44 0.19
0.02 -0.22 0.13
-0.02 -0.09 -0.23
-0.30 0.18 0.06
0.18 -0.10 -0.15
-0.07 0.04 0.02
-0.03 0.03 0.06
0.03 0.05 0.05
-0.19 0.04 0.02
0.05 -0.10 -0.03
0.10 0.02 0.05
-0.08 0.02 0.10
-0.11 -0.04 -0.13
0.07 0.01 0.01
-0.11 -0.16 0.07
-0.07 0.12 -0.04
0.05 -0.02 -0.01
0.05 -0.01 -0.02
-0.02 0.02 -0.04
0.02 0.00 -0.02
0.00 0.01 0.00
0.02 -0.02 -0.01
0.03 0.03 0.04
0.05 0.00 0.05
0.01 0.01 0.00
0.04 0.05 -0.01
0.03 0.04 -0.03
0.02 0.00 0.01
0.03 0.00 0.00

Calculated values
Kohn-Sham gap (alpha / beta): 6.4 / 5.6 eV
energy above the lowest of the compared OMol25 structures with the same formula, charge and spin: 54.8 kJ/mol
expectation value of S²: 0.76
LUMO level (alpha / beta): -1.2 / -2.1 eV
total energy: -55837.4556 eV
net charge: 0
E_HOMO (alpha / beta): -7.63 / -7.71 eV
spin multiplicity: 2